A cluster of 2 separate species, C4H9N in total, computed with the ωB97M-V functional and the def2-TZVPD basis.

The geometry in ORCA input format:
```
! wB97M-V def2-TZVPD RIJCOSX def2/J DEFGRID3
* xyz 0 1
C -0.067 1.754 -0.609
C -0.186 2.339 0.578
N 0.706 2.201 1.657
C 1.244 1.083 1.879
H 0.785 1.126 -0.839
H -0.799 1.928 -1.383
H -1.034 2.976 0.798
H 2.001 0.983 2.650
H 0.963 0.169 1.344
C -0.728 -2.912 -1.218
H -1.003 -3.152 -2.243
H -1.556 -3.186 -0.569
H -0.491 -1.853 -1.135
H 0.164 -3.455 -0.910
*
```

Output
ΔE to the lowest compared entry with this formula, charge and spin, kJ/mol: 135.3
SMILES: C=CN=C.C
Energy, eV: -5782.410
Frontier orbital gap, eV: 10.11
F_max, eV/Å: 0.633